No. 1
Formula: C15H4Cl5F6N2O8PdS2
Source: the OMol25 dataset
Level of theory: ωB97M-V/def2-TZVPD

## Properties
- total charge = -1
- HOMO level (eV) = -6.60
- ΔE to the lowest compared entry with this formula, charge and spin (kJ/mol) = 200.8
- multiplicity = 1

Positions of all 43 atoms, in Å:
Cl 5.7405 -2.0400 0.2615
C -3.1287 -2.1678 1.7151
O 1.1241 4.4101 -1.5154
N -2.3840 1.4350 -5.8001
O -1.5576 2.6855 1.5879
H 0.7559 0.8331 -2.5315
C -1.1971 3.5722 -3.0181
F -4.3730 -1.8061 1.3961
C 0.6532 3.2993 -1.3287
O -2.2433 1.6348 -0.5232
Cl 4.7444 -0.1435 2.5170
C 1.5670 -0.4053 0.1108
C -0.7717 1.0058 -4.0199
F -4.4543 3.3342 0.6440
C -0.0376 1.4526 -2.9366
C 3.2728 -1.8476 -0.7934
H -2.6737 3.7593 -4.5760
C 1.9821 -1.3309 -0.8264
H -0.6237 0.0168 -4.4273
C -1.7001 1.8587 -4.6056
F -3.0370 -2.1904 3.0447
O -3.2507 2.1597 -6.2573
Cl 1.6768 0.9944 2.2919
F -4.4653 2.2048 2.4827
Cl 0.7797 -1.8037 -1.9642
F -2.9417 -3.4172 1.2788
C 4.1351 -1.4460 0.2301
C 2.4118 -0.0646 1.1563
O -0.6276 -1.5107 1.4904
S -2.3367 1.7021 0.9127
C -4.1391 2.1557 1.1900
O 0.8312 2.5472 -0.3278
Cl 3.7977 -2.9495 -1.9948
Pd -0.2033 0.6371 0.0842
F -4.8985 1.2205 0.6107
C 3.7013 -0.5731 1.2341
C -0.2441 2.7393 -2.4450
H -1.3324 4.5624 -2.6103
N -2.3480 0.3186 1.6551
C -1.9384 3.1308 -4.0957
O -2.0601 -1.0786 -0.4531
O -2.0508 0.3777 -6.3038
S -1.8654 -1.0023 0.9653

***

No. 2
Formula: C15H51N15O12
Source: the OMol25 dataset
Level of theory: ωB97M-V/def2-TZVPD

## Properties
- SMILES = COC[C@H](C)N.NC(N)=O.NC(N)=O.NC(N)=O.NC(N)=O.NC(N)=O.NC(N)=O.NC(N)=O.OCCO.OCCO
- HOMO level (eV) = -9.17
- multiplicity = 1

Positions of all 93 atoms, in Å:
H 1.6467 5.9808 1.5355
H -3.5847 -1.3641 4.4892
N -2.4466 -3.8293 -1.6951
H 2.3677 -0.0827 -0.7321
O -1.6849 -3.2228 -3.8383
H -1.1786 1.0990 3.7848
O 1.6379 3.8238 0.0396
H -2.7848 -0.3239 5.7859
H -2.1698 -4.4262 -0.9695
H -2.3513 -2.4146 0.3297
H -3.7622 -0.2679 -2.1415
H 1.7434 0.5757 5.6651
H -3.4899 0.6747 0.3023
N -0.6775 -1.0188 -4.8886
H 4.4958 -2.3402 0.9191
N -2.8191 1.4392 0.3521
C 0.5649 -0.8892 -5.2636
N 0.8360 -0.4157 -6.5204
N 5.3106 0.5810 0.2017
C -3.6061 1.1971 -3.4425
H 3.3527 -1.4993 -0.1303
N 0.8521 5.7721 0.9767
O -1.5920 1.7299 -4.8022
O 1.5459 -1.1878 -4.5610
H 1.5819 -4.2299 2.0810
N -0.4755 -3.6270 2.7182
C -2.8838 -0.5772 4.7285
H 0.0335 0.4057 -2.5883
N -0.2004 -3.2889 -2.1448
N 3.7035 1.9566 1.1761
H -3.9573 0.6824 -4.3261
N -0.4197 4.4940 -0.5095
H -2.0222 -1.7083 1.8333
O -1.0918 -4.6043 0.7518
H 1.9616 2.3586 -1.5146
H 3.3529 -4.2217 1.9245
H -1.3311 3.2044 1.2543
H 0.0677 1.0549 0.1470
C 1.6582 0.7083 4.5799
O -1.6215 -0.9467 4.1678
O 4.5321 0.1070 2.2288
H -0.1092 -3.3573 -1.1983
C 2.5002 -2.9131 0.7034
O -3.8374 1.6501 2.3705
H 0.5110 -2.9689 -2.7156
H 0.1563 6.4647 0.9880
H -1.0272 -1.6991 -4.2063
H 5.4842 1.2125 -0.5456
H -3.1670 0.3321 4.1935
H 2.2414 -0.3916 -2.3903
O -3.0592 0.3020 -2.4642
C 0.4145 0.1976 -1.5715
H -1.9039 1.4058 -0.0813
C -2.9148 1.9707 1.6105
C 1.9096 0.3477 -1.6076
H -3.0155 3.0081 -4.2683
H -0.6739 0.4864 5.3976
H 5.9606 -0.1019 0.4759
N 2.4461 -4.0236 1.5081
N 3.6536 -2.2460 0.3714
H -1.9720 2.6074 -2.8703
H -3.2810 -4.0764 -2.1569
O 1.4796 -2.5054 0.1281
H 1.7683 -0.1303 -6.6213
H 0.1472 -0.1230 -7.1939
N 0.9420 -0.3204 2.5294
C -1.4550 -3.4709 -2.6513
H 0.7404 -1.2334 4.4495
C 4.4877 0.8509 1.2897
C 0.6975 -0.2300 3.9459
N -1.8989 2.8082 1.9673
H 1.3076 1.7093 4.3878
H -1.4190 -0.8488 -5.5478
H -1.0211 -2.9654 3.2903
H 3.4110 2.3138 0.2351
H -1.0148 5.3104 -0.6743
N -2.0217 -2.5648 1.2737
H 2.9733 2.1027 1.9058
C 0.7554 4.6802 0.1852
H 0.3929 -1.0781 2.1228
O -0.3334 1.2070 -0.7356
H -1.9196 3.1931 2.8545
C -0.7466 0.2061 4.3429
H -1.1646 0.8928 -4.5296
C -1.1995 -3.6740 1.5050
H 0.0792 -0.8158 -1.3326
H -4.4168 1.8041 -3.0566
H -0.3035 3.9347 -1.3468
O 2.3989 1.5751 -1.9592
H 2.6742 0.5725 4.0852
H 1.8790 -0.5781 2.3128
H -0.1732 -4.4437 3.1998
C -2.4573 2.2547 -3.8090

***

No. 3
Formula: C15H52AsF6O10
Source: the OMol25 dataset
Level of theory: ωB97M-V/def2-TZVPD

## Properties
- total charge = +1
- HOMO level (eV) = -11.24
- multiplicity = 1

Positions of all 84 atoms, in Å:
H -1.3811 -3.6488 4.5062
H -0.1724 2.1863 -2.6411
H 0.1383 -3.3508 -1.1126
H 5.3971 1.6726 3.6314
H 4.4012 2.2771 4.9291
H 3.1642 -5.3287 -0.8379
F 0.6362 -1.3741 -0.8521
F -0.3262 0.6503 -1.7546
O -0.3196 -4.1935 -1.1977
H -1.6969 0.0966 5.0629
O 3.9799 -4.9357 -1.1705
C -0.7992 -0.2560 4.5500
H 1.9286 3.4924 0.0285
H 2.0853 -3.6902 -2.5086
H 4.0176 -3.0493 0.7375
O 3.5246 0.8261 2.0647
H 1.7796 2.3014 4.5904
H -4.4925 -0.0732 -5.0802
H -0.5235 0.5291 3.8453
O 3.1756 2.7747 0.6684
H 0.4852 3.2074 -3.6056
H -0.1219 -1.8927 3.2818
H -1.7017 -1.2449 2.1945
H 1.2011 4.8780 -0.1145
H 2.9797 -2.2624 -2.8891
H -2.9696 1.4111 -4.0498
F 2.0055 0.7333 -0.6943
H 4.0839 2.9995 0.8801
H -0.3640 -2.8767 5.5970
F 0.0324 1.7930 0.4562
H -3.0151 -1.5420 -6.2371
O 1.0729 3.9294 -0.2726
H -3.0496 1.9554 -0.4673
C -5.0790 1.5054 -0.0810
C 3.3255 1.2945 3.3822
C -4.5731 0.1568 0.4551
O -2.0771 -1.6745 2.9725
H -5.4192 -0.4875 0.6876
H 3.6020 -3.8147 -3.4299
C -3.8970 -0.8947 -3.2248
H -4.0537 -0.0654 -2.5351
C -1.2332 -2.6690 4.9724
C -0.9880 -1.6248 3.8982
H 3.0337 1.8476 1.0632
H -3.7370 3.1400 0.5776
H 4.5936 3.1324 3.2938
As 0.3958 0.2146 -0.2026
F 1.1829 -0.3205 1.2897
H -0.0515 -0.3392 5.3425
C 3.8442 -3.5145 -1.2886
H -1.6077 0.2601 -4.2150
H 3.1962 -1.7643 -0.1872
C 3.1098 -3.3202 -2.5957
H -3.1386 -1.4848 -2.7006
H -2.3307 0.9635 -5.6757
F -1.1110 -0.3079 0.5255
H 2.6678 1.4606 -3.4189
H 2.6890 0.4655 1.6994
O 2.6637 0.4950 -3.2476
H -4.7740 -1.5455 -3.2148
H 3.5973 0.2498 -3.0486
H 3.3286 0.4676 4.0998
H 2.4227 -0.0192 -4.0509
H -6.3629 2.8827 0.5023
H -4.0555 3.1981 -1.1593
C 3.2902 -2.8414 -0.0463
H 0.8047 3.6670 -1.1989
H -3.9441 -0.3166 -0.2976
C -3.5881 -0.5264 -4.6586
H 2.3130 -3.2341 0.2418
O -3.1393 -1.6917 -5.2948
H 2.1558 3.0488 3.0260
H -2.1563 -2.4666 5.5138
C -2.5399 0.6175 -4.6613
C 4.4597 2.2019 3.8469
H -3.9836 0.2685 1.3655
H -0.8876 -4.0889 -1.9674
H 4.8929 -3.2014 -1.2947
O -6.0636 2.0237 0.8130
O 0.3122 3.0325 -2.6753
C -3.9625 2.5313 -0.3007
H -5.4956 1.4366 -1.0934
H 1.1889 1.5556 3.1086
C 2.0239 2.1016 3.5494

***

No. 4
Formula: C15H52BNO22
Source: the OMol25 dataset
Level of theory: ωB97M-V/def2-TZVPD

## Properties
- HOMO level (eV) = -9.69
- ΔE to the lowest compared entry with this formula, charge and spin (kJ/mol) = 190.0
- multiplicity = 1

Positions of all 91 atoms, in Å:
H -0.9499 3.2895 -4.8688
H -3.9133 2.0525 -5.5355
H -0.6913 -2.6057 5.5832
H -0.9461 3.0846 -3.2792
H 0.4621 1.4694 -4.3324
H -3.7508 2.7238 3.4302
B -0.6501 0.2988 -1.3863
H -0.0259 3.3303 1.2290
O -1.9673 3.3531 -2.1117
H 2.3547 -3.0775 2.5008
H 1.4586 -1.9141 5.7396
C 2.0732 2.9365 1.1744
H -1.6316 -2.2605 4.3793
N 0.7770 -0.5508 4.1375
C -2.3258 -1.5429 6.2769
O 3.5418 -2.1063 0.2520
O -0.0906 -2.5342 -3.0944
H -0.4268 0.2376 5.6029
O -0.6541 1.5973 -2.1567
C -1.5140 2.3486 -1.5958
H 3.3938 -3.2695 -3.7348
H 0.2061 -2.3005 3.1705
H -3.0908 -0.7233 6.0073
O 0.3413 -2.4586 -5.3591
O -1.6223 0.4794 -0.3792
H 2.6458 -2.1197 -0.1223
H -3.9770 5.4852 -1.3928
O -3.9210 2.7769 -4.8539
O -3.6159 3.2342 2.6837
O -3.6846 0.3472 -2.9478
O -2.1195 -1.7641 -4.8268
O 0.6756 -0.0942 -0.9967
H 2.9979 2.8645 1.7372
C 0.7214 -1.5211 2.9388
O -1.2574 -4.7696 -3.8769
H 2.7983 -1.4288 2.0852
H 3.3639 -2.4199 4.6265
H -3.5574 2.3734 -4.1015
C 1.2417 0.8604 3.4999
H 3.2646 0.5286 -2.3548
O 4.1804 -2.9572 -3.2425
H -1.1517 -3.8419 -3.5293
H -4.5427 0.2530 -2.3249
H -2.7487 4.8609 -1.4571
H 2.1782 3.9006 0.6347
H -3.4954 -0.6048 -3.0597
C 2.9512 -1.5808 4.1700
H 0.9354 -4.5388 -1.0706
H 0.9133 3.5385 2.8262
H 0.1258 0.7952 1.6415
H 0.3578 -2.5748 -4.5418
C -2.1822 1.6589 -0.5054
H -1.6898 -1.5017 -4.0839
H 3.3065 -0.9930 -2.9422
H -1.9391 -4.6552 -4.5941
H -3.2426 2.6501 1.9363
H -1.2972 -0.0056 4.1389
H 3.8830 -3.4560 -2.4367
O -3.1284 5.7169 -1.3904
H 0.9943 4.2616 -1.7257
H 2.2630 2.0867 0.4157
O 1.2030 -5.3695 -1.3013
H 0.3502 -1.5558 -5.2556
O -2.5361 2.1100 0.6307
H 3.7173 -0.7661 4.0320
H 0.3365 -1.4062 1.9976
H 1.4467 0.1804 -4.2399
C 2.2499 -2.0067 2.7730
O -1.0234 -0.7884 -2.3396
H 0.8615 -6.0855 -0.8439
O 0.6246 0.5424 -4.6202
C 0.7822 2.9244 1.8935
H 2.3387 -0.2292 5.6923
H 0.1345 4.7983 -2.7184
C -0.5101 -0.4126 4.8458
C -1.1986 -1.7299 5.2407
H 3.9396 -3.0090 0.0901
C 0.3005 1.5106 2.4465
H 2.2525 1.0526 3.2288
H -0.6427 1.5652 2.8038
H -2.9873 -2.4557 6.4874
H -1.7436 -1.1836 -5.4669
C -0.0312 -1.5627 -2.3499
O 0.6029 5.1298 -2.0379
C 1.7978 -1.0625 5.0140
H 1.1990 1.4718 4.4907
O 3.0107 -0.0443 -3.1772
H -1.7914 -1.1627 7.2072
O 2.0273 -1.8044 -1.3621
C 1.0439 -1.0709 -1.6549
O -0.3602 3.1972 -4.1131

***

Number 1: HOMO-LUMO gap 7.1 eV. Number 2: HOMO-LUMO gap 9.4 eV. Number 3: HOMO-LUMO gap 6.0 eV. Number 4: HOMO-LUMO gap 8.2 eV.